[1]
35
Properties=species:S:1:pos:R:3:forces:R:3 method="wB97M-V/def2-TZVPD" homo_energy_ev=-6.07 total_charge=-1 orbital_gap_ev=6.15 de_lowest_ev=5.066
Na 0.253 0.282 0.369 0.206 -0.103 0.006
C 6.196 -1.603 -2.181 -0.537 0.163 0.090
F 5.162 -2.148 -2.905 1.205 -0.392 0.685
F 7.395 -2.097 -2.619 -1.502 0.647 0.141
F 6.084 -0.292 -2.480 0.841 -0.194 0.115
S 6.012 -1.852 -0.303 0.134 1.251 3.207
O 6.231 -3.260 -0.081 -0.135 -0.303 -0.910
O 7.032 -1.020 0.390 -1.056 -0.723 -2.061
O 4.650 -1.384 0.020 0.836 -0.334 -1.237
C -5.547 -0.631 0.235 -1.051 -2.360 0.775
F -4.424 -0.788 0.975 -0.106 0.265 0.136
F -6.283 0.334 0.765 -0.052 0.698 0.305
F -5.168 -0.279 -0.968 0.338 0.584 -1.053
S -6.530 -2.297 0.135 -1.257 -1.138 -0.138
O -6.913 -2.718 1.518 0.315 1.654 -2.285
O -7.649 -1.983 -0.833 2.427 -0.322 2.399
O -5.474 -3.162 -0.393 -0.487 0.707 -0.139
O 0.348 -1.729 3.330 0.004 0.344 -0.308
H -0.251 -2.032 4.012 -0.249 -0.013 0.144
H 0.952 -2.460 3.199 0.259 -0.195 -0.074
O 2.692 2.828 2.138 -0.345 -0.122 -0.135
H 3.577 2.734 2.491 0.288 -0.203 0.039
H 2.539 3.773 2.124 -0.060 0.222 0.005
O 1.058 2.530 -2.751 -0.215 -0.104 0.277
H 1.083 2.320 -3.684 0.013 -0.167 -0.225
H 1.489 3.383 -2.685 0.158 0.192 0.075
O -2.200 3.374 -0.114 0.208 -0.268 0.167
H -2.414 3.612 -1.016 -0.093 -0.044 -0.283
H -2.231 4.201 0.367 -0.009 0.192 0.182
O 0.623 -2.034 -3.034 -0.098 0.227 0.262
H -0.153 -2.351 -3.496 -0.259 -0.132 -0.058
H 1.307 -2.011 -3.702 0.321 -0.015 -0.066
O -2.910 2.863 4.030 0.275 0.080 0.152
H -2.908 2.407 3.188 -0.089 -0.204 -0.214
H -3.629 3.491 3.961 -0.226 0.110 0.024

=====

[2]
26
Properties=species:S:1:pos:R:3:forces:R:3 method="wB97M-V/def2-TZVPD" homo_energy_ev=-15.95 total_charge=+2 orbital_gap_ev=8.99 de_lowest_ev=1.280
Hf -0.100 -0.195 -0.263 2.459 -1.047 1.804
C -1.843 1.062 -1.631 -1.281 1.382 -2.659
O -0.645 1.060 -1.874 5.809 2.623 -3.737
O -2.703 1.773 -2.352 -0.453 -1.491 2.170
O -2.001 0.234 -0.727 -6.982 -1.063 2.222
H -2.367 2.442 -2.973 0.597 -0.380 0.241
C 1.734 -0.703 2.238 5.557 -2.342 6.843
O 2.722 -1.360 2.524 -0.340 0.743 -0.090
O 1.154 0.067 3.180 -1.220 1.133 0.149
O 1.177 -0.784 1.177 -4.111 0.495 -6.275
H 1.605 -0.028 4.040 0.162 -0.158 -0.548
O -0.438 -1.643 -1.814 -0.571 -0.301 0.077
H -0.229 -2.551 -1.961 0.541 -1.441 0.079
H -0.716 -1.321 -2.657 -0.565 0.539 -1.232
O -0.951 0.892 1.408 -0.524 1.133 0.269
H -1.293 1.778 1.289 -0.560 0.605 -0.847
H -0.985 0.886 2.350 0.677 -1.073 1.776
O -1.179 -1.808 0.742 -0.273 -0.660 0.709
H -1.620 -2.562 0.371 -0.703 -0.551 -1.021
H -1.207 -2.055 1.674 0.473 0.467 0.542
O 1.743 -0.470 -1.463 -3.577 1.076 -2.533
H 2.621 -0.529 -1.238 3.573 -0.153 0.954
H 1.617 0.022 -2.319 0.772 -0.802 0.853
O 1.112 1.592 0.018 0.966 2.174 -0.265
H 1.279 1.977 0.894 0.087 -0.215 -0.015
H 1.511 2.222 -0.632 -0.513 -0.692 0.532

=====

[3]
18
Properties=species:S:1:pos:R:3:forces:R:3 method="wB97M-V/def2-TZVPD" homo_energy_ev=-8.83 orbital_gap_ev=9.66 de_lowest_ev=0.810 smiles=NCCN.O.O
N -0.424 1.866 0.785 0.321 0.056 0.552
C 0.761 1.088 0.442 0.413 -0.103 -0.729
C 0.480 -0.394 0.519 -0.637 -0.687 0.077
N -0.175 -0.939 -0.679 0.539 0.235 -0.063
H -1.084 1.851 0.026 -0.152 0.007 -0.201
H -0.158 2.826 0.943 -0.128 0.166 -0.040
H 1.620 1.315 1.071 -0.269 0.250 0.493
H 1.129 1.337 -0.566 -0.022 -0.173 -0.009
H 1.356 -0.997 0.773 0.447 0.233 -0.327
H -0.164 -0.566 1.380 -0.212 0.125 0.065
H -0.103 -0.319 -1.483 -0.257 -0.288 0.302
H -1.101 -1.304 -0.529 -0.057 0.206 -0.077
O -3.731 -2.288 0.816 0.059 -0.066 -0.221
H -3.697 -1.879 1.684 -0.077 0.121 -0.027
H -4.275 -1.718 0.261 0.063 -0.021 0.225
O 2.963 0.226 -2.037 -0.524 0.076 -0.087
H 3.918 0.311 -2.037 0.061 -0.264 0.270
H 2.685 -0.416 -1.369 0.433 0.127 -0.204

=====

[4]
18
Properties=species:S:1:pos:R:3:forces:R:3 method="wB97M-V/def2-TZVPD" homo_energy_ev=-9.37 orbital_gap_ev=10.10 de_lowest_ev=0.687 smiles=NCCN.O.O
N 1.267 -1.236 0.044 -0.761 0.840 -0.050
C 1.099 -0.098 -0.855 0.181 -0.105 -0.047
C -0.378 0.014 -1.242 0.272 1.262 -0.973
N -1.248 0.356 -0.109 1.142 -0.645 1.223
H 2.123 -1.407 0.530 0.503 0.180 -0.207
H 0.886 -2.078 -0.354 0.123 -0.200 0.084
H 1.730 -0.162 -1.765 -0.437 -0.012 0.158
H 1.369 0.869 -0.396 0.085 -0.538 0.246
H -0.395 0.875 -1.954 -0.219 -0.581 0.326
H -0.730 -0.848 -1.802 0.091 -0.394 0.018
H -2.199 0.053 -0.257 -0.058 0.000 -0.030
H -0.884 -0.134 0.741 -0.597 0.514 -1.127
O -0.104 -2.258 2.180 -0.707 0.251 0.391
H -1.052 -2.132 2.058 -0.100 -0.478 0.169
H 0.202 -1.363 1.991 0.626 -0.232 -0.214
O -0.352 3.182 -0.323 0.266 0.108 -0.030
H -1.274 3.446 -0.371 0.006 -0.056 0.027
H -0.388 2.243 -0.083 -0.414 0.085 0.035

=====

[5]
18
Properties=species:S:1:pos:R:3:forces:R:3 method="wB97M-V/def2-TZVPD" homo_energy_ev="-13.97 / -13.96" s2=0.7555 spin_multiplicity=2 total_charge=+1 orbital_gap_ev="10.37 / 4.57" de_lowest_ev=1.697
N 0.999 -0.554 0.080 -3.206 0.648 -2.955
C -0.429 -0.952 -0.430 1.735 -1.171 1.969
C -1.520 0.175 -0.338 -1.588 0.365 -0.994
N -2.500 -0.249 0.718 2.880 -2.149 -2.489
H 1.540 -1.382 -0.152 0.300 -0.163 0.200
H 1.215 0.133 -0.661 0.774 -0.062 0.737
H -0.520 -1.381 -1.481 0.266 0.461 1.301
H -0.620 -1.721 0.362 -0.464 -0.153 -1.130
H -2.059 0.229 -1.324 0.472 0.121 1.177
H -1.047 1.119 -0.127 0.042 0.338 0.310
H -1.967 -0.548 1.531 -0.418 0.663 1.044
H -2.954 -1.116 0.352 -0.743 1.071 0.523
H 0.419 2.292 -3.596 1.060 -1.152 1.661
H 0.909 2.659 -2.184 0.173 -0.851 -0.584
O 0.863 1.874 -2.781 -1.283 1.941 -0.905
H 1.358 -0.353 3.434 0.734 -0.082 -0.148
H 1.794 -0.564 2.001 0.022 0.125 -0.289
O 2.153 -0.509 2.889 -0.757 0.051 0.572

=====

[6]
19
Properties=species:S:1:pos:R:3:forces:R:3 method="wB97M-V/def2-TZVPD" homo_energy_ev="1.36 / -5.63" s2=0.7503 spin_multiplicity=2 total_charge=-1 orbital_gap_ev="2.01 / 9.05" de_lowest_ev=2.221
C 1.346 -0.287 2.425 4.738 -0.534 0.049
N 2.329 0.128 1.368 -0.609 0.091 -0.790
C 2.244 -0.372 0.089 -0.258 0.228 -2.381
N 1.154 -0.656 -0.540 0.525 0.278 2.962
H 2.034 -1.121 2.908 -2.545 0.788 -0.407
H 1.270 0.500 3.190 -0.606 -0.158 -0.565
H 0.528 -0.533 1.790 -1.248 -0.628 0.520
H 3.243 0.445 1.601 0.365 -0.083 0.491
H 3.210 -0.427 -0.520 -0.729 0.299 1.281
H 1.313 -0.979 -1.457 0.409 -0.394 -1.226
H -1.291 2.468 0.003 -0.144 1.483 0.955
H -1.724 1.485 -0.943 -0.321 -0.783 -0.813
O -0.974 1.679 -0.389 0.483 -0.604 -0.159
H -2.640 -1.500 2.133 -0.306 -0.263 -1.370
H -3.104 -2.222 0.804 -0.374 -1.473 -0.258
O -2.820 -1.408 1.165 0.645 1.747 1.615
H -2.805 1.042 -4.796 -0.262 -0.370 -0.736
H -1.268 0.640 -4.606 -0.952 0.267 0.010
O -2.044 1.119 -4.225 1.189 0.109 0.823

=====

[7]
19
Properties=species:S:1:pos:R:3:forces:R:3 method="wB97M-V/def2-TZVPD" homo_energy_ev=-6.80 orbital_gap_ev=7.33 de_lowest_ev=2.542 smiles="N/C=C/N.O.O.O"
N -1.351 -0.076 2.945 3.007 0.921 -1.266
C -1.227 -0.790 1.796 1.482 -0.726 -3.988
C -0.047 -0.793 1.028 -2.184 -1.074 0.405
N 0.098 -1.425 -0.268 -2.838 0.025 -0.176
H -2.101 -0.093 3.537 -1.729 0.019 1.435
H -0.510 0.483 3.087 -0.999 -0.046 0.785
H -2.182 -1.168 1.276 1.638 0.161 1.158
H 0.869 -0.189 1.116 -0.715 -0.256 1.179
H -0.588 -2.149 -0.600 1.058 1.164 0.947
H 1.018 -1.691 -0.470 1.291 -0.530 -0.186
O -2.213 -0.517 -3.866 2.856 -1.994 -1.312
H -2.085 -0.672 -2.957 1.146 -0.825 1.830
H -2.944 -0.013 -3.770 -3.965 2.841 -0.500
O -0.136 1.699 -0.264 1.546 -0.434 -0.702
H 0.808 1.966 -0.373 -1.086 0.053 0.112
H -0.071 0.766 -0.579 -0.463 0.692 0.251
O 4.071 1.158 -0.544 1.763 1.048 -3.411
H 4.001 1.773 0.157 -0.194 0.925 1.400
H 4.589 1.731 -1.251 -1.616 -1.964 2.038

=====

[8]
19
Properties=species:S:1:pos:R:3:forces:R:3 method="wB97M-V/def2-TZVPD" homo_energy_ev=-9.10 orbital_gap_ev=9.85 de_lowest_ev=1.222 smiles="[H]/N=C/NC.O.O.O"
H -2.198 1.261 1.777 0.683 -0.958 -0.076
N -2.279 1.280 0.765 -1.276 1.214 0.516
C -1.367 1.962 0.186 0.576 -0.590 -0.394
N -1.623 2.761 -0.873 0.338 -0.492 0.427
C -0.525 3.226 -1.691 -0.119 1.214 -0.278
H -0.293 1.850 0.389 0.099 0.282 0.359
H -2.507 3.226 -0.764 -0.158 0.105 -0.687
H 0.032 4.075 -1.267 0.000 -0.331 0.363
H -0.870 3.648 -2.640 -0.191 -0.543 -0.008
H 0.150 2.401 -1.871 0.116 -0.048 -0.178
O 2.153 -2.001 0.946 0.018 -0.057 0.051
H 2.444 -2.304 1.812 0.007 -0.012 -0.043
H 1.212 -1.810 1.057 -0.166 -0.009 -0.100
O 3.156 -5.362 0.218 -0.135 0.796 -0.441
H 3.868 -4.790 -0.101 0.202 -0.348 0.191
H 2.405 -4.793 -0.015 -0.072 -0.357 0.299
O -0.896 -1.629 0.906 -0.771 0.362 -0.404
H -1.434 -0.816 0.837 0.474 0.202 0.319
H -1.430 -2.187 0.328 0.376 -0.430 0.086

=====

[9]
19
Properties=species:S:1:pos:R:3:forces:R:3 method="wB97M-V/def2-TZVPD" homo_energy_ev=-7.31 orbital_gap_ev=7.98 de_lowest_ev=3.808 smiles="N/C=C/N.O.O.O"
N 1.443 -2.228 -0.060 -0.777 -3.409 -1.317
C 0.733 -1.108 -0.346 -0.601 2.636 0.840
C 1.310 0.008 -0.947 -0.957 -0.952 2.506
N 1.527 1.213 -0.201 -2.896 3.657 0.761
H 2.436 -2.292 -0.388 -1.583 0.107 0.157
H 0.869 -3.153 -0.100 1.692 1.925 0.159
H -0.279 -1.000 0.191 1.847 -0.271 -0.369
H 1.900 -0.067 -1.797 1.536 -0.571 -1.259
H 0.671 1.950 0.069 3.104 -2.962 -0.763
H 2.304 1.212 0.498 -1.502 -0.164 -0.840
O 2.003 2.435 -2.941 -2.230 2.623 0.919
H 1.718 3.397 -3.138 0.986 -2.245 0.054
H 1.407 2.302 -2.138 1.465 -0.374 -1.041
O -6.471 -0.844 1.420 -2.246 -0.689 -1.236
H -7.209 -0.904 0.732 1.432 -0.004 1.536
H -5.882 -0.228 1.014 0.816 0.691 -0.301
O 0.167 -0.290 2.459 0.988 0.822 2.222
H 0.262 0.151 3.362 -0.510 -0.806 -1.720
H 1.093 -0.556 2.309 -0.564 -0.014 -0.312

=====

[10]
19
Properties=species:S:1:pos:R:3:forces:R:3 method="wB97M-V/def2-TZVPD" homo_energy_ev=-11.49 total_charge=+1 orbital_gap_ev=7.65 de_lowest_ev=1.487
C 0.188 -4.437 -0.652 -0.081 0.156 -0.368
Pb 0.249 -1.174 -0.667 1.515 -1.793 -1.627
N 0.760 1.023 -1.556 -0.937 0.079 0.134
H -0.583 -1.377 -2.348 -0.349 0.329 0.494
H -0.178 1.411 -1.363 0.776 -0.269 -0.735
H 0.892 -3.750 -1.170 -0.440 -0.712 0.246
H -0.231 -5.168 -1.348 0.154 0.199 -0.059
H -0.657 -3.873 -0.229 0.269 -0.169 -0.017
H 0.706 -4.982 0.131 0.061 0.140 0.124
H 1.425 1.440 -0.933 0.561 0.298 -0.112
H 1.018 1.043 -2.538 -0.056 0.275 0.210
N -0.093 3.122 0.576 -0.530 0.133 0.988
C -0.452 2.048 1.378 -0.217 -0.050 0.141
N -0.631 2.336 2.682 -0.052 0.214 -0.869
S -0.788 0.259 1.118 -0.517 3.708 1.173
H -0.170 4.093 0.996 0.266 -1.884 -0.686
H 0.189 3.131 -0.417 -0.591 -0.463 1.163
H -0.889 1.580 3.292 -0.107 -0.075 0.012
H -0.756 3.274 3.047 0.275 -0.116 -0.213

=====

[11]
19
Properties=species:S:1:pos:R:3:forces:R:3 method="wB97M-V/def2-TZVPD" homo_energy_ev="-10.71 / -11.97" s2=3.7910 spin_multiplicity=4 total_charge=+1 orbital_gap_ev="7.36 / 7.76" de_lowest_ev=1.145
C 1.353 1.121 -1.116 0.144 0.449 -0.637
Tc -0.064 0.071 0.028 2.430 0.199 -2.801
N -1.350 1.852 0.200 -0.266 0.842 0.157
H 1.159 -1.152 -0.207 -0.385 1.571 -0.596
H -0.433 -0.588 -1.431 0.102 0.441 0.315
H 2.029 0.494 -1.735 -0.502 0.576 0.470
H 1.964 1.701 -0.386 -0.242 -0.333 -0.246
H 0.836 1.855 -1.778 0.389 -0.410 0.343
H -1.475 2.171 1.167 -0.195 -0.062 -0.365
H -2.276 1.691 -0.205 0.212 0.084 0.241
H -0.945 2.642 -0.311 -0.115 -0.262 0.113
N 0.821 -3.814 2.302 1.737 1.164 -0.060
C -0.176 -3.339 1.553 -0.556 -1.500 1.518
N -1.269 -4.106 1.458 -1.115 0.680 -1.432
S -0.249 -1.766 1.018 -1.473 -2.305 2.679
H 0.857 -4.708 2.773 -0.342 0.109 -0.275
H 1.648 -3.211 2.401 -0.696 -0.667 -0.001
H -2.037 -3.722 0.899 0.476 -0.431 0.508
H -1.408 -5.019 1.850 0.396 -0.147 0.070

=====

[12]
19
Properties=species:S:1:pos:R:3:forces:R:3 method="wB97M-V/def2-TZVPD" homo_energy_ev="-10.26 / -10.86" s2=3.7702 spin_multiplicity=4 total_charge=+1 orbital_gap_ev="7.06 / 7.46" de_lowest_ev=0.670
C 0.016 0.929 -1.543 -0.227 0.660 -2.326
Tc -0.299 0.072 0.358 0.399 -0.874 2.548
N -0.716 -1.975 0.665 -1.193 -2.561 0.852
H 0.988 -0.823 0.156 0.529 0.355 -0.446
H 0.048 -2.516 1.090 -0.254 0.316 -0.244
H -0.781 0.099 -1.314 -0.216 0.588 -2.059
H 0.603 0.543 -2.381 -0.191 0.082 0.163
H 0.756 1.146 -0.721 0.352 0.278 -0.518
H -0.488 1.854 -1.832 0.027 -0.179 0.043
H -1.533 -2.168 1.259 0.118 0.019 -0.246
H -0.916 -2.498 -0.195 0.029 0.274 0.143
N 0.387 1.758 4.330 -0.085 -0.529 -0.089
C 0.406 0.786 3.410 0.394 0.555 0.333
N -0.046 -0.428 3.754 -0.028 -0.066 0.242
S 1.060 1.122 1.838 0.201 0.593 1.912
H 0.093 1.585 5.286 0.088 0.161 -0.279
H 0.717 2.680 4.079 -0.062 -0.249 0.041
H 0.054 -1.215 3.121 0.134 0.563 0.208
H -0.270 -0.637 4.721 -0.015 0.016 -0.279

=====

| no. | E (eV) |
| --- | --- |
| 1 | -69232.381 |
| 2 | -26087.172 |
| 3 | -9343.393 |
| 4 | -9343.516 |
| 5 | -9333.542 |
| 6 | -11388.415 |
| 7 | -11389.207 |
| 8 | -11390.527 |
| 9 | -11387.940 |
| 10 | -22814.564 |
| 11 | -19762.821 |
| 12 | -19763.297 |